No. 1
C40H90F4N7O8S4 | ωB97M-V/def2-TZVPD

Net charge   +3
Relative energy (zero: lowest compared OMol25 entry of this formula, charge and spin)   0.0 kcal/mol
Lowest unoccupied orbital energy   -6.20 eV
E_tot   -123933.953 eV

Last column: Löwdin charge in e.
CARTESIAN COORDINATES (ANGSTROEM)
C  -1.889  0.309  4.573  -0.057
C  -2.800  0.797  3.426  -0.211
C  -2.126  1.970  2.735  -0.124
N  -2.865  2.507  1.519  -0.243
C  -4.210  3.083  1.877  0.048
C  -1.974  3.581  0.956  -0.124
C  -2.351  3.798  -0.494  -0.140
C  -3.079  2.532  -0.870  -0.154
C  -2.960  1.540  0.310  -0.048
H  -2.379  -0.336  5.299  0.085
H  -1.533  1.196  5.096  0.093
H  -1.029  -0.234  4.182  0.052
H  -3.757  1.070  3.885  0.111
H  -3.147  0.059  2.696  0.101
H  -1.188  1.608  2.324  0.093
H  -1.895  2.837  3.351  0.144
H  -4.105  3.564  2.846  0.121
H  -4.928  2.270  1.952  0.110
H  -4.514  3.810  1.129  0.109
H  -2.058  4.528  1.489  0.147
H  -0.938  3.244  0.937  0.110
H  -3.023  4.646  -0.618  0.123
H  -1.477  3.872  -1.137  0.120
H  -4.166  2.661  -0.925  0.103
H  -2.820  2.131  -1.848  0.105
H  -3.851  0.960  0.534  0.124
H  -2.042  0.957  0.267  0.102
C  1.385  4.431  3.988  -0.070
C  2.474  4.960  3.030  -0.187
C  2.369  4.074  1.767  -0.128
N  3.343  4.406  0.639  -0.273
C  4.768  4.236  1.148  0.062
C  3.175  5.854  0.183  -0.087
C  3.933  5.885  -1.156  -0.128
C  3.732  4.470  -1.715  -0.154
C  3.025  3.647  -0.635  -0.089
H  1.544  3.392  4.273  0.077
H  0.379  4.562  3.584  0.062
H  1.486  5.034  4.891  0.091
H  3.388  4.714  3.573  0.122
H  2.441  6.008  2.752  0.108
H  1.468  4.355  1.213  0.111
H  2.382  3.012  1.984  0.113
H  5.015  5.048  1.827  0.114
H  5.425  4.304  0.286  0.105
H  4.815  3.307  1.710  0.123
H  3.508  6.565  0.930  0.134
H  2.107  5.919  -0.024  0.136
H  4.955  6.223  -1.017  0.122
H  3.412  6.556  -1.836  0.122
H  4.657  4.041  -2.108  0.109
H  3.155  4.478  -2.641  0.118
H  3.347  2.630  -0.411  0.137
H  1.951  3.668  -0.810  0.119
C  6.900  -4.263  -1.857  -0.083
C  5.783  -3.235  -1.837  -0.217
C  5.644  -2.732  -3.269  -0.150
N  4.560  -1.696  -3.493  -0.251
C  3.174  -2.281  -3.352  0.028
C  4.713  -1.130  -4.927  -0.066
C  4.915  0.391  -4.736  -0.129
C  4.219  0.649  -3.409  -0.154
C  4.726  -0.514  -2.554  -0.089
H  6.746  -4.989  -2.656  0.085
H  7.127  -4.746  -0.909  0.088
H  7.852  -3.782  -2.106  0.088
H  5.918  -2.427  -1.118  0.116
H  4.817  -3.677  -1.574  0.111
H  5.371  -3.558  -3.934  0.138
H  6.561  -2.416  -3.770  0.140
H  3.088  -3.202  -3.921  0.117
H  2.475  -1.531  -3.709  0.099
H  3.027  -2.421  -2.284  0.090
H  3.765  -1.317  -5.423  0.125
H  5.528  -1.606  -5.462  0.132
H  4.396  0.848  -5.575  0.126
H  5.978  0.600  -4.640  0.127
H  3.136  0.581  -3.523  0.111
H  4.486  1.631  -3.023  0.110
H  4.224  -0.657  -1.603  0.117
H  5.811  -0.409  -2.525  0.144
C  0.164  -4.395  -0.354  -0.080
C  -0.163  -4.365  1.121  -0.217
C  -1.522  -4.992  1.441  -0.133
N  -2.010  -4.667  2.834  -0.272
C  -2.193  -3.172  2.967  0.034
C  -3.287  -5.415  3.070  -0.108
C  -2.863  -6.868  3.374  -0.101
C  -1.356  -6.727  3.843  -0.115
C  -1.107  -5.257  3.905  -0.093
H  1.192  -4.105  -0.559  0.075
H  -0.461  -3.681  -0.898  0.069
H  -0.017  -5.401  -0.738  0.086
H  -0.100  -3.351  1.518  0.091
H  0.563  -4.996  1.642  0.121
H  -1.625  -6.036  1.139  0.140
H  -2.291  -4.589  0.768  0.133
H  -2.278  -2.795  1.953  0.103
H  -1.333  -2.796  3.516  0.102
H  -3.099  -2.935  3.519  0.106
H  -3.754  -4.975  3.952  0.133
H  -3.968  -5.192  2.250  0.139
H  -3.541  -7.386  4.045  0.121
H  -2.849  -7.484  2.475  0.107
H  -1.226  -7.174  4.825  0.130
H  -0.716  -7.201  3.102  0.118
H  -1.494  -4.817  4.825  0.151
H  -0.093  -4.915  3.716  0.140
C  -2.544  -1.515  -3.539  -0.087
C  -3.445  -0.402  -4.072  -0.222
C  -4.860  -0.909  -4.309  -0.103
N  -5.984  0.111  -4.592  -0.253
C  -5.840  0.680  -5.992  0.031
C  -5.913  1.290  -3.609  -0.085
C  -7.358  1.405  -3.062  -0.146
C  -7.998  0.015  -3.229  -0.127
C  -7.382  -0.498  -4.519  -0.088
H  -2.598  -2.420  -4.147  0.088
H  -2.578  -1.663  -2.461  0.071
H  -1.499  -1.243  -3.716  0.078
H  -2.994  -0.094  -5.017  0.117
H  -3.378  0.457  -3.404  0.086
H  -5.301  -1.529  -3.530  0.138
H  -4.877  -1.471  -5.244  0.140
H  -6.092  -0.101  -6.706  0.115
H  -4.786  0.929  -6.097  0.104
H  -6.499  1.536  -6.099  0.120
H  -5.543  2.228  -4.003  0.139
H  -5.416  0.876  -2.734  0.113
H  -7.936  2.155  -3.606  0.122
H  -7.438  1.718  -2.021  0.119
H  -9.074  0.144  -3.149  0.133
H  -7.690  -0.644  -2.416  0.119
H  -7.914  -0.297  -5.444  0.137
H  -7.239  -1.579  -4.500  0.134
N  4.660  -0.657  5.752  -0.272
S  3.147  -0.631  5.873  0.411
O  2.475  0.621  5.615  -0.334
O  2.535  -1.561  6.790  -0.291
F  2.859  -1.321  4.436  -0.248
S  5.005  0.271  7.099  0.541
O  4.364  -0.068  8.341  -0.268
O  5.260  1.662  6.851  -0.292
F  6.487  -0.339  7.292  -0.204
N  0.697  1.149  0.781  -0.257
S  0.744  0.218  -0.438  0.429
O  -0.415  -0.594  -0.742  -0.309
O  1.990  -0.310  -0.983  -0.303
F  0.524  1.424  -1.507  -0.238
S  1.327  0.019  1.886  0.525
O  2.729  -0.275  1.770  -0.234
O  0.379  -0.981  2.324  -0.276
F  1.362  1.034  3.097  -0.175

Cartesian forces (eV/Å) of the 2 atoms listed first:
C 0.11 -0.09 -0.70
C -0.97 0.36 0.89



No. 2
C13H18BrN7 | ωB97M-V/def2-TZVPD

SMILES   Cc1nn(-c2nnc(NC3CCCCC3)nn2)c(C)c1Br
Net charge   0
Lowest unoccupied orbital energy   -0.85 eV
E_tot   -94243.633 eV

Last column: natural (NBO) charge in e.
CARTESIAN COORDINATES (ANGSTROEM)
Br  4.266  1.191  6.062  0.047
N  0.752  0.702  3.938  -0.229
N  -0.032  0.614  1.223  -0.163
N  2.170  0.102  0.561  -0.191
N  -0.451  0.576  -0.050  -0.216
N  1.740  0.048  -0.708  -0.221
C  1.422  0.864  5.057  0.164
C  2.864  0.881  4.744  -0.159
C  2.981  0.751  3.412  0.147
C  1.267  0.415  1.545  0.439
C  0.477  0.317  -0.977  0.471
N  1.682  0.549  2.912  -0.221
N  0.101  0.206  -2.335  -0.586
C  0.892  1.186  6.404  -0.649
C  4.294  0.793  2.661  -0.646
C  -3.717  -1.037  -3.664  -0.399
C  -2.805  -0.484  -4.749  -0.400
C  -2.938  -2.063  -2.840  -0.399
C  -1.593  0.269  -4.166  -0.401
C  -1.533  -1.571  -2.432  -0.416
C  -1.276  -0.110  -2.715  -0.055
H  0.817  -0.196  -2.902  0.397
H  1.180  0.466  7.116  0.231
H  -0.174  1.319  6.395  0.237
H  1.283  2.138  6.783  0.233
H  4.430  -0.187  2.134  0.245
H  5.142  0.892  3.340  0.239
H  4.270  1.632  1.950  0.235
H  -4.028  -0.201  -3.021  0.193
H  -4.590  -1.505  -4.110  0.215
H  -2.490  -1.301  -5.418  0.197
H  -3.389  0.191  -5.390  0.211
H  -2.834  -2.991  -3.433  0.200
H  -3.513  -2.326  -1.947  0.208
H  -0.718  0.085  -4.796  0.203
H  -1.800  1.339  -4.158  0.213
H  -0.807  -2.179  -2.965  0.195
H  -1.381  -1.804  -1.354  0.216
H  -1.960  0.429  -2.107  0.214

Cartesian forces (eV/Å) of the 2 atoms listed first:
Br -1.05 -0.26 -1.10
N 0.03 -0.38 -0.05



No. 3
C2H4OS3 | ωB97M-V/def2-TZVPD

Net charge   0
Relative energy (zero: lowest compared OMol25 entry of this formula, charge and spin)   76.6 kcal/mol
Lowest unoccupied orbital energy   -1.28 eV
E_tot   -36688.740 eV

Last column: natural (NBO) charge in e.
CARTESIAN COORDINATES (ANGSTROEM)
C  -0.050  -0.779  -0.003  -0.241
C  0.620  0.386  0.365  -0.760
O  -2.038  0.248  -1.901  -0.900
S  0.060  -2.380  0.090  0.146
S  -2.777  0.048  0.779  -0.471
S  -1.829  -0.514  -0.709  1.325
H  -0.192  1.086  0.561  0.268
H  1.317  0.934  -0.360  0.287
H  1.161  0.015  1.221  0.265
H  -2.230  -1.886  -0.629  0.082

Cartesian forces (eV/Å) of the 2 atoms listed first:
C -3.10 -3.70 -3.18
C 1.64 2.32 -0.06



No. 4
C19H40ClNO8 | ωB97M-V/def2-TZVPD

SMILES   [H]/N=C\C[C@@H](C[C@@H](C)Cl)OC=O.COCCOCCOC.COCCOCCOC
Net charge   0
Relative energy (zero: lowest compared OMol25 entry of this formula, charge and spin)   43.7 kcal/mol
Lowest unoccupied orbital energy   0.53 eV
E_tot   -50737.828 eV

Last column: natural (NBO) charge in e.
CARTESIAN COORDINATES (ANGSTROEM)
C  2.100  1.133  1.531  -0.644
C  2.517  -0.311  2.157  -0.171
Cl  1.698  -1.599  1.124  -0.098
C  4.125  -0.366  2.090  -0.448
C  4.755  -1.810  2.364  0.104
C  5.113  -2.666  1.064  -0.526
C  5.878  -1.811  -0.084  0.118
N  5.421  -1.818  -1.323  -0.595
O  3.872  -2.473  3.321  -0.570
C  3.906  -3.887  3.202  0.641
O  4.885  -4.534  3.649  -0.536
H  1.832  1.045  0.417  0.236
H  1.145  1.515  2.050  0.228
H  2.970  1.873  1.599  0.217
H  2.232  -0.375  3.272  0.233
H  4.447  0.135  1.120  0.233
H  4.500  0.321  2.941  0.228
H  5.752  -1.642  2.929  0.196
H  4.172  -3.130  0.583  0.227
H  5.849  -3.522  1.312  0.250
H  6.815  -1.198  0.121  0.192
H  4.582  -2.422  -1.351  0.327
H  3.055  -4.422  2.648  0.158
C  -2.143  7.092  -1.732  -0.250
O  -0.871  6.484  -1.843  -0.547
C  -0.347  6.059  -0.589  -0.095
C  0.446  4.764  -0.739  -0.085
O  -0.363  3.602  -0.944  -0.543
C  -1.039  3.509  -2.200  -0.085
C  -0.119  3.271  -3.393  -0.095
O  0.598  4.456  -3.721  -0.548
C  1.911  4.201  -4.184  -0.250
H  -2.052  8.077  -1.267  0.168
H  -2.552  7.206  -2.738  0.194
H  -2.830  6.466  -1.154  0.164
H  -1.147  5.905  0.143  0.174
H  0.316  6.852  -0.223  0.175
H  0.974  4.586  0.204  0.184
H  1.216  4.846  -1.507  0.190
H  -1.691  4.368  -2.357  0.189
H  -1.696  2.639  -2.109  0.186
H  -0.716  2.994  -4.267  0.176
H  0.568  2.447  -3.159  0.173
H  2.447  3.531  -3.503  0.165
H  2.448  5.151  -4.214  0.193
H  1.882  3.774  -5.191  0.170
C  -6.725  -3.611  1.020  -0.250
O  -5.364  -3.852  1.318  -0.547
C  -4.913  -5.125  0.867  -0.095
C  -3.464  -5.056  0.393  -0.085
O  -3.290  -4.403  -0.867  -0.542
C  -3.519  -2.993  -0.900  -0.085
C  -2.473  -2.168  -0.156  -0.094
O  -2.641  -2.292  1.251  -0.550
C  -1.415  -2.277  1.960  -0.247
H  -7.366  -4.229  1.653  0.168
H  -6.933  -2.557  1.217  0.193
H  -6.938  -3.808  -0.036  0.164
H  -5.539  -5.501  0.051  0.173
H  -4.985  -5.819  1.713  0.175
H  -3.117  -6.082  0.236  0.185
H  -2.810  -4.624  1.151  0.189
H  -4.530  -2.754  -0.572  0.188
H  -3.467  -2.718  -1.958  0.185
H  -2.591  -1.110  -0.411  0.175
H  -1.472  -2.496  -0.464  0.173
H  -0.704  -2.990  1.532  0.164
H  -1.617  -2.580  2.989  0.190
H  -0.991  -1.269  1.959  0.172

Cartesian forces (eV/Å) of the 2 atoms listed first:
C -0.68 -0.42 -0.04
C 1.24 2.01 0.00



- Which of these has the highest E_tot?
  C2H4OS3